Here is a molecular structure, C54H48ClN4O3P2Sc from OMol25. Energies are from the ωB97M-V functional and the def2-TZVPD basis.

Cartesian coordinates (Å):
Sc -0.10 -0.28 0.54
O 2.31 -0.44 2.79
C 3.59 -0.71 2.34
C 4.52 -1.28 3.19
C 5.81 -1.51 2.73
C 6.16 -1.18 1.43
C 5.20 -0.68 0.57
C 3.89 -0.45 1.01
P 2.57 -0.11 -0.19
C 2.92 1.52 -0.91
C 3.81 2.39 -0.29
C 3.98 3.67 -0.78
C 3.27 4.10 -1.89
C 2.37 3.24 -2.51
C 2.18 1.96 -2.01
C 3.03 -1.36 -1.46
C 3.28 -1.06 -2.80
C 3.70 -2.06 -3.67
C 3.91 -3.35 -3.21
C 3.68 -3.65 -1.87
C 3.23 -2.66 -1.01
C 2.15 0.49 3.81
C 3.20 1.12 4.45
C 2.93 2.00 5.49
C 1.63 2.25 5.89
C 0.58 1.65 5.22
C 0.83 0.76 4.17
P -0.53 0.11 3.18
C -1.77 1.43 3.22
C -1.40 2.68 2.71
C -2.34 3.69 2.61
C -3.65 3.47 3.03
C -4.02 2.23 3.54
C -3.09 1.21 3.63
C -1.23 -1.32 4.04
C -1.57 -1.27 5.39
C -2.08 -2.38 6.03
C -2.26 -3.57 5.32
C -1.92 -3.64 3.98
C -1.40 -2.51 3.34
H 4.24 -1.52 4.21
H 6.54 -1.94 3.40
H 7.17 -1.34 1.08
H 5.45 -0.48 -0.47
H 4.37 2.07 0.58
H 4.68 4.34 -0.30
H 3.41 5.10 -2.27
H 1.80 3.57 -3.36
H 1.46 1.31 -2.49
H 3.18 -0.05 -3.17
H 3.90 -1.82 -4.70
H 4.27 -4.12 -3.88
H 3.89 -4.64 -1.49
H 3.10 -2.90 0.05
H 4.22 0.95 4.15
H 3.76 2.49 5.99
H 1.43 2.93 6.71
H -0.44 1.90 5.48
H -0.39 2.86 2.37
H -2.05 4.65 2.21
H -4.38 4.27 2.96
H -5.04 2.06 3.86
H -3.39 0.24 4.00
H -1.43 -0.35 5.95
H -2.34 -2.33 7.07
H -2.66 -4.44 5.82
H -2.05 -4.56 3.43
H -1.14 -2.58 2.29
Cl -4.46 2.42 -5.09
C -3.28 2.48 -3.83
C -3.06 3.67 -3.15
C -2.12 3.71 -2.14
C -1.41 2.57 -1.79
C -1.63 1.38 -2.49
C -2.56 1.33 -3.51
C -0.47 2.66 -0.64
O -0.10 3.69 -0.15
O -0.15 1.47 -0.09
H -3.62 4.56 -3.43
H -1.92 4.63 -1.60
H -1.07 0.49 -2.25
H -2.73 0.42 -4.07
N -6.36 -0.35 -0.80
C -5.07 -0.38 -0.43
C -4.39 0.77 -0.02
C -3.07 0.69 0.33
N -2.35 -0.45 0.32
C -3.02 -1.57 -0.06
C -4.33 -1.58 -0.43
H -6.87 0.51 -0.81
H -6.84 -1.18 -1.10
H -4.89 1.73 0.03
H -2.55 1.59 0.65
H -2.45 -2.49 -0.06
H -4.80 -2.52 -0.73
N 0.02 -2.39 -0.07
C 0.09 -3.50 -0.44
N 0.16 -4.72 -0.85
C 0.29 -5.84 0.11
C 1.49 -6.70 -0.26
C 1.54 -7.01 -1.77
C 0.30 -6.50 -2.51
C 0.11 -5.01 -2.31
H -0.64 -6.41 0.07
H 0.37 -5.42 1.11
H 1.44 -7.61 0.33
H 2.40 -6.18 0.05
H 1.64 -8.08 -1.93
H 2.42 -6.55 -2.22
H -0.60 -7.04 -2.19
H 0.39 -6.69 -3.58
H -0.84 -4.67 -2.71
H 0.92 -4.45 -2.79

For the electronic energy, the calculation gives -120673.5338 eV. The energy above the lowest of the compared OMol25 structures with the same formula, charge and spin comes out at 20.5 kcal per mole. Its charge is +2. The calculation puts the HOMO energy at -13.100 eV. For the max |F|, the calculation gives 0.6 eV/Å.


Here is C2H7N3O in the gas phase at a distorted geometry from OMol25. Energies are from the ωB97M-V functional and the def2-TZVPD basis.

Cartesian coordinates (Å):
C -1.79 -0.22 -0.21
N -0.49 0.32 -0.47
O -0.04 1.49 0.14
C 0.19 -0.73 0.03
N 1.45 -0.77 0.21
N 2.09 0.28 -0.41
H -1.85 -1.21 -0.81
H -1.68 -0.53 0.85
H -2.62 0.51 -0.28
H 0.08 1.19 1.16
H -0.18 -1.69 0.41
H 3.07 0.08 -0.36
H 1.76 1.29 -0.26

For the electronic energy, the calculation gives -8700.4542 eV. The energy above the lowest of the compared OMol25 structures with the same formula, charge and spin comes out at 134.3 kcal per mole. The SMILES is CN(O)/C=N\N. The calculation puts the HOMO energy at -8.372 eV. For the max |F|, the calculation gives 5.7 eV/Å.


Here is a molecular structure, C8H24Cl2CoNOP2 at a distorted geometry from OMol25. Energies are from the ωB97M-V functional and the def2-TZVPD basis.

Cartesian coordinates (Å):
C 1.33 -0.06 -5.24
C 1.05 0.31 -3.80
H 2.42 -0.08 -5.36
H 0.89 0.66 -5.93
H 0.91 -1.05 -5.47
O 1.88 0.60 -2.96
Cl -0.68 0.24 -3.41
Co -0.72 -0.05 1.10
P -0.20 1.94 0.59
C 1.06 2.79 1.58
C 0.20 2.45 -1.08
H 0.22 3.55 -1.12
H -1.67 3.84 0.56
H -0.55 2.06 -1.77
H -2.60 2.30 0.60
H 2.04 2.44 1.24
H 1.18 2.05 -1.37
C -1.74 2.85 1.00
H 0.97 3.87 1.40
H -1.87 2.94 2.09
H 0.93 2.57 2.64
P 0.00 -1.99 0.85
C 1.33 -2.59 1.94
C -1.42 -3.03 1.40
H -0.19 -2.24 -1.55
H 0.41 -3.73 -0.73
H 1.51 -2.34 -0.98
C 0.47 -2.63 -0.76
H -2.34 -2.66 0.95
H -1.23 -4.06 1.07
H 1.35 -3.69 1.89
H 1.15 -2.27 2.98
H -1.53 -3.01 2.49
H 2.28 -2.18 1.58
Cl -2.50 -0.25 -0.16
N -1.06 0.10 3.17
H -0.52 -0.63 3.65
H -2.05 0.00 3.40
H -0.74 1.00 3.54

For the electronic energy, the calculation gives -93457.1092 eV. Its spin multiplicity is 5. The energy above the lowest of the compared OMol25 structures with the same formula, charge and spin comes out at 0.0 kcal per mole. Its charge is +2. The calculation puts the HOMO energy (spin up / spin down) at -16.211 / -16.210 eV. For the max |F|, the calculation gives 4.9 eV/Å.